(1)
Below is a 6-piece molecular cluster, C22H50BrN6O5 overall, with properties calculated with the ωB97M-V functional and the def2-TZVPD basis.

Results
total charge: +1
HOMO energy: -11.2 eV
gap between HOMO and LUMO: 8.52 eV

Each line ends with the Mulliken charge.
Cartesian coordinates (Å):
C1 4.45403 -1.83197 3.59473  -0.795
C2 5.12910 -0.56691 3.04083  -0.722
C3 4.43339 0.77029 3.29428  -0.636
Br1 4.98884 1.52498 5.02092  -0.111
C4 2.89935 0.82991 3.20325  0.371
C5 2.22349 0.00934 2.07917  -0.437
C6 0.80194 -0.16353 2.59720  -0.503
N1 1.03940 -0.45709 4.04537  0.018
C7 2.10082 0.52332 4.49571  -1.337
H1 4.20771 -2.50922 2.77822  0.190
H2 3.51922 -1.62302 4.11756  0.077
H3 5.09203 -2.37126 4.29252  0.405
H4 5.27394 -0.65945 1.96160  0.324
H5 6.13104 -0.48829 3.46148  0.519
H6 4.81046 1.49996 2.58187  0.541
H7 2.67908 1.87375 2.96907  0.587
H8 2.19326 0.56866 1.14310  0.277
H9 2.67632 -0.95902 1.85587  0.148
H10 0.24700 0.77392 2.51971  0.283
H11 0.20221 -0.94074 2.13358  0.096
H12 1.45143 -1.39314 4.08713  0.470
H13 0.20798 -0.45813 4.63329  0.336
H14 2.66951 0.06080 5.29601  0.533
H15 1.58947 1.41373 4.85098  0.361
C8 0.54885 -2.63588 0.00578  -0.265
C9 1.50123 -3.64713 0.59493  0.580
O1 2.44548 -3.29561 1.30401  -0.669
N2 1.27845 -4.94925 0.33080  -0.154
C10 0.19501 -5.50023 -0.46300  -0.703
H16 0.90877 -1.65064 0.27627  -0.526
H17 0.48582 -2.67266 -1.07955  0.209
H18 -0.46040 -2.79564 0.39253  0.437
H19 1.95839 -5.57737 0.73114  0.265
H20 -0.40509 -6.19334 0.12713  0.291
H21 0.58136 -6.03267 -1.33372  0.265
H22 -0.45108 -4.69766 -0.80716  0.185
C11 3.11746 1.44672 -2.60796  -1.449
C12 1.71034 1.16210 -2.13392  0.843
O2 1.31939 0.01359 -1.95280  -0.636
N3 0.89627 2.21949 -1.91832  -0.069
C13 1.18283 3.63432 -2.09638  -0.795
H23 3.62772 0.49621 -2.72943  0.307
H24 3.11015 1.97586 -3.56110  0.412
H25 3.66186 2.06143 -1.88960  0.386
H26 -0.03562 1.96259 -1.63134  0.183
H27 1.06668 4.16849 -1.15133  0.260
H28 0.50635 4.07168 -2.82673  0.287
H29 2.20655 3.76266 -2.43410  0.330
C14 -2.50194 6.88365 -4.44829  -1.341
C15 -2.28408 5.51472 -3.84883  0.787
O3 -1.18004 4.98829 -3.84600  -0.647
N4 -3.35813 4.88288 -3.31339  -0.148
C16 -4.72507 5.35450 -3.23164  -0.838
H30 -1.54816 7.23601 -4.82750  0.286
H31 -3.22127 6.84480 -5.26693  0.380
H32 -2.87428 7.58650 -3.70220  0.382
H33 -3.14917 3.97079 -2.93949  0.207
H34 -5.05456 5.42028 -2.19384  0.278
H35 -5.40174 4.68910 -3.76962  0.295
H36 -4.80459 6.34274 -3.67318  0.314
C17 -3.30187 -3.65555 -4.14716  -1.560
C18 -2.04424 -3.71280 -3.31345  0.974
O4 -2.08784 -3.66418 -2.09047  -0.616
N5 -0.86110 -3.81498 -3.96659  -0.051
C19 -0.62903 -3.87737 -5.39555  -0.943
H37 -4.14624 -3.57378 -3.47030  0.300
H38 -3.29102 -2.79408 -4.81562  0.397
H39 -3.41462 -4.55450 -4.75401  0.384
H40 -0.05602 -3.82977 -3.36065  0.164
H41 -0.12127 -4.80313 -5.66875  0.300
H42 -0.02100 -3.03527 -5.72818  0.288
H43 -1.57401 -3.84256 -5.92804  0.376
C20 -2.98936 -0.21802 2.28001  -1.144
C21 -3.22789 1.08725 3.00801  0.798
O5 -3.13588 2.15772 2.43554  -0.654
N6 -3.52248 1.02430 4.33606  -0.172
C22 -3.70802 -0.15159 5.16011  -0.835
H44 -2.78623 0.01201 1.23859  0.259
H45 -2.13084 -0.73594 2.71443  0.202
H46 -3.84481 -0.89031 2.34004  0.486
H47 -3.67525 1.92822 4.75703  0.230
H48 -4.71993 -0.19596 5.56463  0.311
H49 -3.01034 -0.16063 6.00055  0.260
H50 -3.54933 -1.05066 4.57147  0.319

---

(2)
Below is C3H3BaO2 as an isolated structure in a non-equilibrium geometry, with properties calculated with the ωB97M-V functional and the def2-TZVPD basis.

Results
multiplicity: 2
total charge: +2
⟨S²⟩: 0.759
HOMO energy (spin up / spin down): -15.7 / -16.7 eV
gap between HOMO and LUMO (spin up / spin down): 6.59 / 7.61 eV

Each line ends with the Mulliken charge.
Cartesian coordinates (Å):
C1 -0.69366 0.80223 0.38659  -0.271
C2 -1.86809 0.73769 -0.22495  -0.374
H1 -2.45317 1.64829 -0.40541  0.280
H2 -0.25528 1.54263 1.05925  0.336
H3 -2.22753 -0.18435 -0.69144  0.242
O1 1.97041 -0.97350 -0.18912  -0.379
C3 0.98028 -1.07917 0.47142  0.485
O2 0.40058 -1.77406 1.21798  -0.208
Ba1 4.14647 -0.71975 -1.62431  1.889

---

(3)
Below is an isolated ion of composition C8H15ClNO2 and charge +1 in a non-equilibrium geometry, with properties calculated with the ωB97M-V functional and the def2-TZVPD basis.

Results
SMILES: C=C(C)C(=O)O[C@@H](Cl)[N+](C)(C)C
total charge: +1
HOMO energy: -13.4 eV
gap between HOMO and LUMO: 10.14 eV

Each line ends with the Mulliken charge.
Cartesian coordinates (Å):
C1 3.41149 -1.06125 -1.51024  -1.142
C2 2.59143 -0.62544 -0.52751  0.499
C3 3.19558 0.04472 0.72460  -0.927
C4 1.21751 -1.02910 -0.65712  0.809
O1 0.68728 -1.70072 -1.47934  -0.534
O2 0.54138 -0.49239 0.45776  -0.292
C5 -0.73895 -0.79642 0.68992  0.044
Cl1 -0.94652 -1.05177 2.42210  -0.073
N1 -1.79383 0.46068 0.17001  -0.023
C6 -1.40183 1.66887 0.91870  -1.121
C7 -1.39050 0.65223 -1.23267  -0.978
C8 -3.15573 0.09231 0.62061  -0.734
H1 4.47066 -1.02661 -1.70493  0.330
H2 3.08452 -1.64787 -2.44364  0.216
H3 2.79926 1.17847 0.76575  0.209
H4 2.76586 -0.51165 1.47489  0.322
H5 4.31486 0.11245 0.51889  0.361
H6 -0.93219 -1.84824 0.25062  0.467
H7 -1.53646 1.60245 2.02991  0.366
H8 -0.41563 1.74061 0.82872  0.462
H9 -2.03701 2.45814 0.39333  0.480
H10 -0.38236 0.69740 -1.38855  0.408
H11 -1.75683 -0.20000 -1.71518  0.465
H12 -1.85541 1.50817 -1.80105  0.362
H13 -3.79235 -0.63016 0.01295  0.310
H14 -3.17520 -0.54846 1.56060  0.315
H15 -3.76906 0.95355 0.62089  0.400

---

| no. | E (hartree) |
| --- | --- |
| 1 | -4146.87396 |
| 2 | -291.37629 |
| 3 | -978.89282 |